{
  "formula": "C36H89Br2NO14S10",
  "method": "the ωB97M-V functional and the def2-TZVPD basis",
  "orbital_gap_ev": 8.70,
  "e_tot_ha": -11662.71587,
  "relative_energy_kj_mol": 0.0,
  "e_lumo_ha": 0.011,
  "species": ["C", "C", "O", "C", "C", "C", "C", "C", "C", "C", "Br", "C", "C", "Br", "O", "C", "O", "C", "C", "N", "C", "C", "O", "H", "H", "H", "H", "H", "H", "H", "H", "H", "H", "H", "H", "H", "H", "H", "H", "H", "H", "H", "H", "H", "H", "H", "H", "H", "H", "H", "H", "H", "C", "S", "O", "C", "H", "H", "H", "H", "H", "H", "C", "S", "O", "C", "H", "H", "H", "H", "H", "H", "C", "S", "O", "C", "H", "H", "H", "H", "H", "H", "C", "S", "O", "C", "H", "H", "H", "H", "H", "H", "C", "S", "O", "C", "H", "H", "H", "H", "H", "H", "C", "S", "O", "C", "H", "H", "H", "H", "H", "H", "C", "S", "O", "C", "H", "H", "H", "H", "H", "H", "C", "S", "O", "C", "H", "H", "H", "H", "H", "H", "C", "S", "O", "C", "H", "H", "H", "H", "H", "H", "C", "S", "O", "C", "H", "H", "H", "H", "H", "H"],
  "positions_angstrom": [[-5.046686, 0.784726, -4.348020], [-3.910447, 0.015031, -3.703772], [-2.878843, 0.890365, -3.271111], [-1.589129, 0.311279, -3.351723], [-0.712366, 0.815572, -2.186337], [0.239219, -0.265236, -1.646000], [1.661059, 0.034932, -2.178661], [2.221854, 1.259818, -1.392884], [3.543773, 1.113928, -0.551763], [4.514835, 2.024845, -1.270634], [6.193353, 2.303442, -0.290703], [4.754984, 1.560019, -2.753108], [4.561081, 2.746907, -3.714128], [6.535418, 0.822691, -3.133907], [3.178382, 1.698074, 0.725152], [2.650679, 0.725965, 1.510611], [1.929195, 0.977012, 2.364550], [3.154843, -0.679006, 1.100864], [2.107445, -1.799327, 0.960116], [2.117809, -2.529270, -0.300477], [2.982524, -3.711110, -0.303383], [4.062693, -0.235871, -0.050960], [4.580937, -1.175751, -0.965078], [-5.838718, 0.067454, -4.579031], [-5.481329, 1.514156, -3.670874], [-4.745202, 1.245840, -5.284617], [-4.325228, -0.505277, -2.830768], [-3.550024, -0.741317, -4.401130], [-1.118314, 0.640936, -4.287477], [-1.602433, -0.778191, -3.329084], [-1.323111, 1.247896, -1.401064], [-0.076268, 1.605728, -2.586175], [-0.066858, -1.287964, -1.855518], [0.292779, -0.152590, -0.564724], [2.313300, -0.829750, -2.228918], [1.507972, 0.365478, -3.211852], [2.354592, 2.067821, -2.111071], [1.435335, 1.609408, -0.734716], [4.057449, 3.003352, -1.323979], [4.043875, 0.801303, -3.055200], [4.138971, 2.394642, -4.650803], [3.825565, 3.446982, -3.311037], [5.485886, 3.285975, -3.894404], [3.809478, -0.933063, 1.933745], [2.295624, -2.514736, 1.770824], [1.109218, -1.418615, 1.160099], [1.158715, -2.810505, -0.448695], [2.421132, -4.639415, -0.389022], [3.635207, -3.651646, -1.177570], [3.642549, -3.693565, 0.563960], [4.960149, 0.079112, 0.502535], [5.000772, -0.726235, -1.711808], [2.430931, 6.655149, -0.329301], [2.445398, 6.333331, -2.088736], [2.251058, 4.861452, -2.277553], [4.193619, 6.667965, -2.351028], [1.427598, 6.465270, 0.043570], [3.139129, 5.996934, 0.176586], [2.688110, 7.696079, -0.150672], [4.794359, 6.004764, -1.726856], [4.403218, 7.709322, -2.106725], [4.421381, 6.488026, -3.400527], [0.375463, -7.284047, 3.176131], [1.146821, -5.776038, 2.600521], [0.557174, -5.470263, 1.262275], [2.771816, -6.490311, 2.319608], [-0.673788, -7.073589, 3.374281], [0.451530, -8.048254, 2.402161], [0.855414, -7.624862, 4.094676], [2.693111, -7.317487, 1.613228], [3.181392, -6.839217, 3.267757], [3.417132, -5.717399, 1.907048], [1.161547, 11.428785, 1.447721], [0.496555, 9.761427, 1.559268], [1.649578, 8.822222, 1.482724], [-0.297828, 9.755474, -0.054515], [1.737366, 11.624972, 2.350198], [1.810161, 11.510367, 0.574922], [0.340542, 12.142504, 1.377881], [0.444244, 9.943989, -0.831308], [-1.073836, 10.520709, -0.078374], [-0.750394, 8.776097, -0.212779], [-1.093722, -8.331125, -0.780273], [-2.278262, -8.758824, 0.502447], [-1.559630, -9.600321, 1.495494], [-3.295460, -9.859949, -0.490763], [-0.342929, -7.671110, -0.344573], [-0.612914, -9.236322, -1.154082], [-1.605212, -7.813797, -1.590022], [-2.684354, -10.673182, -0.883489], [-3.748217, -9.297184, -1.307680], [-4.077524, -10.266138, 0.147621], [1.208897, 2.850926, 7.597300], [0.850953, 3.391458, 5.917754], [-0.583824, 3.778795, 5.877847], [0.985717, 1.769006, 5.160646], [1.137476, 3.715641, 8.254430], [0.483433, 2.097040, 7.904915], [2.219612, 2.444264, 7.640236], [0.273433, 1.086684, 5.627638], [2.002284, 1.393953, 5.278414], [0.759861, 1.864606, 4.104348], [0.373752, -4.583423, 7.809654], [-0.200069, -6.275746, 7.983094], [0.983434, -7.161881, 7.796457], [-1.135852, -6.315927, 6.452918], [1.022299, -4.359649, 8.655178], [0.934933, -4.479051, 6.879369], [-0.483411, -3.913072, 7.816784], [-0.475737, -6.092467, 5.614243], [-1.944578, -5.587396, 6.504125], [-1.554285, -7.314364, 6.332081], [-3.306868, -1.325636, 8.079825], [-3.876471, -3.021312, 8.252747], [-2.688347, -3.904030, 8.076469], [-4.805393, -3.071113, 6.715089], [-2.664879, -1.096464, 8.928232], [-2.742041, -1.217660, 7.153364], [-4.164443, -0.652992, 8.081125], [-4.143867, -2.850715, 5.876695], [-5.616808, -2.344653, 6.758497], [-5.219373, -4.071286, 6.601240], [-3.658356, 4.960532, -2.815586], [-2.979654, 5.642500, -1.296973], [-2.095105, 6.781726, -1.678455], [-1.891459, 4.272122, -0.931289], [-4.332382, 5.698335, -3.246741], [-2.852007, 4.746848, -3.517097], [-4.212575, 4.049153, -2.591050], [-1.198876, 4.119678, -1.760123], [-2.481153, 3.370698, -0.761248], [-1.331177, 4.513324, -0.029162], [-1.400838, -5.804252, -3.491266], [-0.908881, -4.152762, -4.013708], [-2.100789, -3.275347, -3.885704], [-0.726302, -4.553909, -5.757171], [-1.606935, -5.770869, -2.423546], [-2.299329, -6.112438, -4.027725], [-0.586697, -6.503972, -3.683640], [-1.668456, -4.939668, -6.147631], [0.065921, -5.293104, -5.878673], [-0.456859, -3.642598, -6.287512], [-4.470823, 5.038585, -7.913794], [-4.362676, 3.343063, -7.322321], [-4.774470, 3.347878, -5.901999], [-2.566799, 3.244107, -7.354549], [-5.520952, 5.323580, -7.931494], [-3.923347, 5.699253, -7.240922], [-4.060374, 5.099749, -8.922166], [-2.143079, 4.020398, -6.716545], [-2.214510, 3.361875, -8.379813], [-2.275169, 2.264314, -6.979948]],
  "forces_ev_per_a": [[0.03, -0.61, -0.15], [-0.76, 0.17, 0.23], [-0.02, -0.28, -0.23], [0.49, 0.58, 0.51], [0.08, -0.45, -0.57], [0.80, 0.44, 0.16], [-0.47, 0.42, -0.20], [0.28, -1.06, -0.78], [-1.61, 0.27, -0.06], [1.02, -0.60, -0.21], [-0.35, 0.25, 0.14], [0.18, 1.29, -0.18], [-0.42, -0.06, 0.18], [-0.36, -0.43, -0.07], [0.51, 0.16, -0.13], [2.58, -1.59, -3.56], [-3.18, 0.98, 3.95], [0.26, 0.61, -0.43], [0.06, -0.35, 0.27], [-0.54, 0.10, 0.34], [0.31, 0.51, -0.90], [1.96, 0.13, -0.03], [-0.94, -0.43, -0.41], [-0.04, -0.05, 0.00], [0.14, 0.28, -0.04], [-0.04, 0.16, 0.27], [0.25, -0.18, 0.03], [0.27, -0.03, -0.01], [-0.08, -0.26, -0.15], [-0.37, -0.08, -0.08], [-0.29, -0.08, 0.01], [-0.18, 0.35, 0.24], [-0.21, 0.00, -0.20], [-0.11, -0.29, 0.20], [0.09, -0.10, 0.46], [0.21, -0.12, -0.12], [0.05, 0.19, 0.15], [0.07, 0.10, 0.28], [0.00, 0.20, 0.16], [0.05, -0.33, 0.30], [0.28, -0.06, -0.26], [0.01, -0.01, 0.07], [0.08, 0.01, -0.02], [0.03, -0.19, 0.03], [-0.03, 0.13, 0.17], [-0.10, 0.24, -0.14], [0.06, -0.17, -0.16], [-0.08, -0.04, 0.40], [0.14, -0.05, 0.05], [-0.08, -0.24, 0.14], [-0.17, 0.32, 0.02], [0.10, -0.02, 0.32], [0.19, -0.19, -0.06], [-0.13, 0.06, 0.02], [0.17, -0.13, 0.02], [0.11, -0.07, 0.03], [-0.02, 0.06, -0.07], [0.01, -0.06, -0.08], [-0.09, 0.02, 0.02], [-0.04, -0.02, 0.03], [-0.04, 0.00, 0.01], [-0.07, -0.01, 0.00], [-0.03, -0.20, -0.02], [0.04, 0.09, 0.09], [0.01, -0.13, -0.07], [0.11, -0.05, -0.05], [0.00, 0.02, -0.05], [-0.05, 0.00, 0.00], [0.02, 0.07, 0.00], [-0.07, 0.01, 0.00], [-0.05, 0.02, 0.02], [-0.06, 0.03, 0.01], [0.08, 0.09, -0.05], [-0.20, 0.02, 0.01], [0.03, 0.21, 0.02], [0.01, -0.06, -0.07], [-0.03, -0.07, 0.02], [-0.01, -0.06, -0.01], [-0.02, -0.03, 0.02], [0.04, 0.00, 0.05], [-0.01, -0.01, 0.04], [0.00, 0.00, 0.03], [0.13, -0.13, -0.10], [-0.07, 0.21, 0.09], [0.07, -0.06, -0.05], [0.06, -0.10, -0.16], [-0.11, 0.05, 0.10], [-0.05, -0.04, 0.05], [-0.06, -0.02, 0.03], [0.04, 0.02, 0.04], [0.00, 0.03, 0.03], [0.04, 0.06, 0.06], [0.00, -0.06, 0.12], [0.10, -0.01, -0.07], [-0.05, -0.08, 0.08], [-0.11, -0.09, 0.13], [-0.01, 0.03, -0.06], [-0.03, 0.01, -0.06], [0.00, 0.02, -0.03], [-0.01, 0.07, 0.07], [0.01, 0.04, -0.05], [0.04, 0.08, 0.00], [0.10, 0.19, -0.09], [-0.05, 0.03, 0.14], [0.03, 0.02, -0.14], [-0.15, 0.03, -0.22], [0.00, -0.10, 0.01], [0.02, -0.10, 0.01], [-0.06, -0.08, 0.03], [0.07, 0.01, 0.07], [0.04, 0.03, 0.11], [0.08, -0.03, 0.08], [0.08, 0.08, -0.07], [-0.14, 0.05, 0.10], [-0.05, 0.08, -0.12], [0.01, 0.00, -0.14], [-0.03, -0.07, 0.02], [-0.02, -0.06, -0.01], [-0.01, -0.03, 0.02], [0.04, 0.00, 0.05], [0.01, -0.01, 0.04], [0.03, 0.00, 0.08], [0.02, -0.01, -0.06], [-0.04, 0.00, -0.04], [0.04, 0.14, -0.01], [0.14, -0.26, 0.04], [0.01, 0.02, 0.06], [0.02, -0.01, 0.05], [0.03, -0.01, -0.01], [-0.02, 0.06, -0.02], [-0.03, 0.02, -0.02], [-0.05, 0.07, 0.00], [-0.08, -0.09, -0.04], [0.15, -0.01, 0.06], [-0.06, -0.02, -0.05], [-0.04, -0.08, -0.12], [0.05, 0.14, 0.00], [0.00, 0.08, -0.03], [0.03, 0.05, 0.01], [-0.02, 0.03, 0.06], [0.02, 0.02, 0.03], [0.00, 0.03, 0.08], [0.06, 0.12, -0.05], [0.08, 0.02, -0.40], [-0.04, 0.35, 0.20], [0.13, 0.05, 0.01], [-0.01, -0.08, 0.02], [0.00, -0.06, 0.04], [-0.01, -0.03, 0.00], [-0.06, 0.00, 0.03], [-0.03, -0.02, 0.00], [-0.08, 0.00, 0.02]]
}